[1]
A molecular structure, C22H10Cl5CrN3SbSe4. Source: the Open Molecules 2025 dataset; level of theory: ωB97M-V with the def2-TZVPD basis set.

Positions of all 46 atoms, in Å:
Cr -0.65 -1.59 -1.85
N 0.09 5.11 5.81
C 0.02 4.34 4.96
C -0.05 3.38 3.89
C -1.09 3.44 2.97
C -1.15 2.52 1.93
C -0.17 1.54 1.82
C 0.86 1.47 2.75
C 0.93 2.40 3.78
C -0.26 0.55 0.71
C -0.68 -0.73 1.03
C -1.01 -1.25 2.31
C -1.33 -2.57 2.13
C -1.21 -2.83 0.75
N -0.83 -1.75 0.09
C 0.11 1.01 -0.56
C 0.64 2.27 -0.89
C 0.86 2.28 -2.26
C 0.45 1.02 -2.72
N 0.00 0.26 -1.72
H -1.86 4.20 3.07
H -1.96 2.55 1.21
H 1.61 0.70 2.66
H 1.73 2.36 4.50
H -1.01 -0.69 3.22
H -1.63 -3.28 2.88
H -1.42 -3.75 0.23
H 0.84 3.07 -0.19
H 1.26 3.08 -2.86
H 0.42 0.67 -3.74
Cl -0.07 -2.18 -4.27
C 1.46 -2.36 -3.40
C 1.30 -2.37 -2.03
C 2.48 -2.43 -1.31
Cl 2.40 -2.38 0.43
C 3.73 -2.54 -1.92
Cl 5.17 -2.68 -0.99
C 3.82 -2.52 -3.32
Cl 5.35 -2.63 -4.10
C 2.66 -2.41 -4.09
Cl 2.72 -2.31 -5.80
Se -3.97 0.78 0.98
Sb -4.89 -0.55 -0.79
Se -6.36 0.56 -2.43
Se -6.38 -2.43 -0.57
Se -2.95 -1.34 -2.28

The highest occupied orbital energy (spin up / spin down) comes out at -5.106 / -5.074 eV. The expectation value of S² is 6.080. Its energy above the lowest of the compared OMol25 structures with the same formula, charge and spin is 29.5 kJ/mol. The value obtained for the gap between HOMO and LUMO (spin up / spin down) is 6.09 / 5.80 eV. The LUMO energy (spin up / spin down) is 0.99 / 0.72 eV. The calculation puts the total energy at -386406.267 eV. As for the net charge: -1. Its spin multiplicity is 5.

For reference, the Löwdin charges in units of e are: Cr 0.313; N 0.144; C -0.188; C -0.234; C -0.004; C -0.042; C -0.186; C -0.007; C -0.021; C -0.052; C -0.294; C -0.015; C -0.048; C -0.128; N -0.093; C -0.229; C -0.008; C -0.064; C -0.131; N -0.056; H 0.123; H 0.042; H 0.126; H 0.117; H 0.118; H 0.099; H 0.123; H 0.113; H 0.093; H 0.103; Cl 0.725; C -0.660; C -0.251; C -0.676; Cl 0.704; C -0.698; Cl 0.670; C -0.700; Cl 0.674; C -0.708; Cl 0.687; Se -0.059; Sb -0.357; Se -0.030; Se -0.136; Se 0.100


[2]
A molecular structure, C22H11Cl8N4O3ReS in a non-equilibrium geometry. Source: the Open Molecules 2025 dataset; level of theory: ωB97M-V with the def2-TZVPD basis set.

Positions of all 50 atoms, in Å:
Re 0.60 -0.81 -0.26
N -2.06 -3.01 -2.84
C -1.42 -2.60 -1.76
S 0.27 -3.06 -1.55
N -2.02 -1.98 -0.79
N -1.26 -1.51 0.20
C -1.58 -1.79 1.45
C -2.70 -2.67 1.77
C -3.94 -2.53 1.14
C -4.90 -3.51 1.28
C -4.64 -4.64 2.04
C -3.42 -4.78 2.69
C -2.46 -3.79 2.58
C -0.54 -1.42 2.40
C -0.71 -1.39 3.78
C 0.37 -1.08 4.59
C 1.60 -0.83 3.99
C 1.69 -0.84 2.61
N 0.65 -1.10 1.81
H -1.56 -3.47 -3.58
H -3.01 -2.72 -3.00
H -4.13 -1.65 0.55
H -5.85 -3.40 0.79
H -5.38 -5.42 2.10
H -3.21 -5.67 3.27
H -1.50 -3.91 3.05
H -1.68 -1.57 4.20
H 0.28 -1.04 5.66
H 2.49 -0.62 4.57
H 2.63 -0.62 2.12
O -0.28 1.85 -0.78
C 0.01 1.23 0.18
Cl -2.48 1.07 1.87
C -1.01 1.76 2.42
C 0.09 1.79 1.57
C 1.27 2.38 1.99
Cl 2.62 2.36 0.94
C 1.35 2.99 3.25
Cl 2.78 3.80 3.73
C 0.25 2.94 4.11
Cl 0.34 3.64 5.66
C -0.93 2.30 3.70
Cl -2.25 2.17 4.78
Cl 2.80 -0.45 -0.87
C 2.83 -0.31 -2.65
Cl 3.66 1.17 -3.08
Cl 3.61 -1.75 -3.32
C 1.29 -0.25 -3.21
O 1.20 -0.19 -4.40
O 0.43 -0.30 -2.31

The highest occupied orbital energy (spin up / spin down) comes out at -11.402 / -11.653 eV. The expectation value of S² is 0.915. Its energy above the lowest of the compared OMol25 structures with the same formula, charge and spin is 312.9 kJ/mol. The value obtained for the gap between HOMO and LUMO (spin up / spin down) is 5.26 / 6.02 eV. The LUMO energy (spin up / spin down) is -6.14 / -5.64 eV. The calculation puts the total energy at -148232.328 eV. As for the net charge: +1. Its spin multiplicity is 2.

For reference, the Löwdin charges in units of e are: Re 1.254; N 0.138; C -0.792; S 0.696; N 0.005; N -0.181; C -0.203; C -0.173; C -0.026; C -0.051; C -0.050; C -0.057; C -0.018; C -0.220; C 0.015; C 0.008; C -0.004; C -0.100; N -0.061; H 0.110; H 0.125; H 0.112; H 0.112; H 0.113; H 0.113; H 0.117; H 0.136; H 0.131; H 0.127; H 0.106; O 0.110; C -0.445; Cl 0.844; C -0.617; C -0.264; C -0.628; Cl 0.766; C -0.695; Cl 0.742; C -0.695; Cl 0.742; C -0.700; Cl 0.737; Cl 0.639; C -1.439; Cl 0.680; Cl 0.665; C -0.794; O 0.105; O -0.237


[3]
A molecular structure, C22H13BrCl5IN4O2SSr in a non-equilibrium geometry. Source: the Open Molecules 2025 dataset; level of theory: ωB97M-V with the def2-TZVPD basis set.

Positions of all 50 atoms, in Å:
Sr 1.18 0.81 -0.71
N 8.38 -1.36 2.85
C 7.25 -0.99 2.16
C 7.05 -1.44 0.85
C 5.94 -1.04 0.14
C 5.04 -0.18 0.72
C 5.22 0.28 2.01
C 6.32 -0.12 2.73
S 3.54 0.25 -0.08
O 3.49 -0.16 -1.47
O 3.26 1.68 0.05
N 2.31 -0.42 0.70
C 2.19 -1.73 0.52
N 3.29 -2.50 0.55
C 3.11 -3.80 0.43
C 1.86 -4.38 0.27
C 0.80 -3.49 0.19
N 0.95 -2.19 0.32
H 8.89 -2.15 2.51
H 8.40 -1.22 3.85
H 7.77 -2.12 0.42
H 5.76 -1.39 -0.87
H 4.48 0.94 2.44
H 6.47 0.24 3.75
H 4.01 -4.40 0.48
H 1.73 -5.44 0.17
H -0.22 -3.83 0.00
Cl -1.15 3.97 -1.25
C -2.08 2.59 -0.86
C -1.48 1.34 -0.99
C -2.34 0.26 -0.75
Cl -1.74 -1.33 -0.95
C -3.68 0.41 -0.37
Cl -4.68 -0.95 -0.12
C -4.19 1.69 -0.17
Cl -5.80 1.90 0.38
C -3.39 2.80 -0.44
Cl -4.01 4.38 -0.23
Br 0.89 6.32 3.48
C 1.40 6.29 1.67
C 1.90 7.45 1.09
C 2.26 7.46 -0.24
C 2.16 6.30 -0.99
C 1.68 5.13 -0.41
C 1.28 5.13 0.91
I 0.48 3.35 1.78
H 1.99 8.34 1.71
H 2.63 8.37 -0.68
H 2.45 6.30 -2.03
H 1.63 4.22 -1.00

The highest occupied orbital energy comes out at -8.198 eV. The value obtained for the gap between HOMO and LUMO is 8.28 eV. The LUMO energy is 0.08 eV. The calculation puts the total energy at -185506.448 eV.

For reference, the Löwdin charges in units of e are: Sr 1.422; N 0.111; C -0.316; C -0.020; C -0.064; C -0.314; C -0.050; C -0.016; S 0.511; O -0.349; O -0.470; N -0.333; C -0.531; N 0.140; C -0.117; C -0.043; C -0.138; N 0.090; H 0.096; H 0.097; H 0.112; H 0.118; H 0.122; H 0.113; H 0.112; H 0.098; H 0.103; Cl 0.666; C -0.794; C -0.295; C -0.768; Cl 0.678; C -0.730; Cl 0.673; C -0.726; Cl 0.683; C -0.730; Cl 0.676; Br 0.718; C -0.739; C -0.130; C -0.076; C -0.074; C -0.195; C -0.676; I 0.971; H 0.100; H 0.108; H 0.109; H 0.067


[4]
A molecular structure, C22H13BrN4PtSe. Source: the Open Molecules 2025 dataset; level of theory: ωB97M-V with the def2-TZVPD basis set.

Positions of all 42 atoms, in Å:
Pt 1.25 0.77 -0.42
Br 2.76 -2.44 -7.13
C 2.05 -1.47 -5.67
C 0.68 -1.39 -5.52
C 0.15 -0.68 -4.45
C 1.01 -0.06 -3.55
C 2.38 -0.16 -3.70
C 2.91 -0.86 -4.77
N 0.51 0.69 -2.44
C -0.49 1.47 -2.61
C -0.98 2.24 -1.48
C -2.09 3.06 -1.56
C -2.48 3.78 -0.43
C -1.74 3.65 0.72
C -0.63 2.81 0.74
N -0.26 2.12 -0.34
H 0.02 -1.89 -6.22
H -0.92 -0.67 -4.30
H 3.05 0.32 -3.00
H 3.98 -0.95 -4.88
H -0.95 1.61 -3.58
H -2.64 3.13 -2.49
H -3.35 4.42 -0.47
H -2.00 4.18 1.62
H -0.01 2.67 1.62
N 4.25 2.17 8.96
C 3.91 2.02 7.88
C 3.48 1.84 6.52
C 3.48 0.56 5.95
C 3.07 0.39 4.65
C 2.64 1.48 3.89
C 2.65 2.75 4.46
C 3.07 2.93 5.76
C 2.20 1.28 2.54
C 1.85 1.09 1.40
H 3.81 -0.28 6.54
H 3.07 -0.60 4.20
H 2.34 3.60 3.87
H 3.08 3.92 6.21
Se 5.10 -2.00 -1.43
C 3.64 -1.14 -0.93
N 2.68 -0.58 -0.59

The highest occupied orbital energy comes out at -7.536 eV. Its energy above the lowest of the compared OMol25 structures with the same formula, charge and spin is 0.0 kJ/mol. The value obtained for the gap between HOMO and LUMO is 5.55 eV. The LUMO energy is -1.98 eV. The calculation puts the total energy at -167619.625 eV.

For reference, the Löwdin charges in units of e are: Pt 1.098; Br 0.760; C -0.683; C -0.118; C -0.025; C -0.256; C -0.028; C -0.100; N -0.039; C -0.062; C -0.240; C 0.003; C -0.034; C -0.020; C -0.077; N -0.084; H 0.104; H 0.116; H 0.096; H 0.107; H 0.143; H 0.123; H 0.118; H 0.117; H 0.097; N 0.151; C -0.188; C -0.237; C -0.022; C -0.015; C -0.246; C -0.028; C -0.028; C -0.124; C -0.248; H 0.120; H 0.122; H 0.113; H 0.118; Se 0.503; C -0.948; N -0.159


[5]
A molecular structure, C22H13Cl2F6N4O3V in a non-equilibrium geometry. Source: the Open Molecules 2025 dataset; level of theory: ωB97M-V with the def2-TZVPD basis set.

Positions of all 51 atoms, in Å:
V -0.35 -0.04 0.37
Cl -0.70 5.64 -3.42
C -0.77 3.98 -2.93
C -0.72 3.69 -1.57
C -0.77 2.37 -1.16
N -0.73 1.90 0.17
C -0.82 2.70 1.26
O -0.96 3.91 1.31
C -0.74 1.91 2.56
C -0.79 2.57 3.78
C -0.67 1.82 4.94
C -0.49 0.45 4.84
C -0.45 -0.12 3.59
N -0.59 0.59 2.47
C -0.88 1.34 -2.12
C -0.94 1.63 -3.47
C -0.88 2.96 -3.87
Cl -0.94 3.31 -5.56
N -0.94 0.06 -1.54
C -1.40 -1.03 -2.17
O -1.70 -1.19 -3.35
C -1.58 -2.17 -1.19
C -2.01 -3.41 -1.62
C -2.18 -4.42 -0.68
C -1.92 -4.15 0.66
C -1.50 -2.88 1.01
N -1.33 -1.91 0.10
H -0.65 4.49 -0.86
H -0.92 3.64 3.77
H -0.71 2.31 5.91
H -0.37 -0.17 5.72
H -0.29 -1.19 3.47
H -1.03 0.85 -4.20
H -2.20 -3.55 -2.67
H -2.51 -5.40 -0.98
H -2.04 -4.90 1.42
H -1.28 -2.63 2.04
C 2.49 -0.17 -1.63
C 2.49 -0.79 -0.24
O 1.40 -0.42 0.52
C 2.47 -2.33 -0.36
F 2.44 -2.95 0.82
F 3.51 -2.81 -1.05
F 1.36 -2.71 -1.02
C 3.74 -0.32 0.53
F 3.79 -0.81 1.78
F 4.88 -0.67 -0.09
F 3.73 1.02 0.63
H 1.64 -0.53 -2.21
H 3.41 -0.40 -2.17
H 2.40 0.91 -1.53

The highest occupied orbital energy (spin up / spin down) comes out at -7.890 / -7.888 eV. The value obtained for the gap between HOMO and LUMO (spin up / spin down) is 7.11 / 7.10 eV. The LUMO energy (spin up / spin down) is -0.78 / -0.79 eV. The calculation puts the total energy at -102170.051 eV.

For reference, the Löwdin charges in units of e are: V 1.018; Cl 0.668; C -0.680; C -0.030; C -0.181; N 0.001; C -0.436; O 0.079; C -0.159; C 0.020; C -0.031; C -0.040; C -0.100; N 0.035; C -0.196; C -0.031; C -0.682; Cl 0.668; N -0.001; C -0.453; O 0.079; C -0.167; C 0.021; C -0.026; C -0.038; C -0.093; N 0.019; H 0.101; H 0.125; H 0.115; H 0.110; H 0.107; H 0.103; H 0.126; H 0.116; H 0.111; H 0.103; C 0.042; C -0.398; O -0.192; C -0.565; F 0.169; F 0.174; F 0.155; C -0.569; F 0.169; F 0.162; F 0.167; H 0.092; H 0.106; H 0.108


[6]
A single C22H13N3O7 molecule in a non-equilibrium geometry. Source: the Open Molecules 2025 dataset; level of theory: ωB97M-V with the def2-TZVPD basis set.

Positions of all 45 atoms, in Å:
O -6.78 4.46 4.33
C -5.92 3.69 3.98
O -5.78 2.48 4.55
C -4.93 3.96 2.92
C -4.97 5.19 2.26
C -4.06 5.46 1.26
C -3.09 4.53 0.91
C -3.04 3.30 1.57
N -2.09 2.32 1.28
C -1.13 2.32 0.30
O -0.97 3.20 -0.51
C -0.27 1.09 0.31
C 0.14 0.48 1.49
C 0.97 -0.63 1.47
C 1.37 -1.12 0.24
C 0.96 -0.51 -0.94
C 0.15 0.61 -0.93
C 1.55 -1.25 -2.08
O 1.45 -1.05 -3.26
N 2.30 -2.28 -1.49
C 3.05 -3.23 -2.23
C 2.54 -3.75 -3.42
C 3.27 -4.68 -4.14
C 4.51 -5.10 -3.68
C 5.00 -4.57 -2.50
N 6.30 -5.00 -2.02
O 6.77 -4.42 -1.07
O 6.85 -5.90 -2.62
C 4.29 -3.63 -1.77
C 2.23 -2.27 -0.09
O 2.76 -3.07 0.64
C -3.96 3.02 2.57
H -6.45 2.37 5.24
H -5.73 5.90 2.54
H -4.09 6.41 0.74
H -2.38 4.75 0.13
H -2.17 1.49 1.84
H -0.15 0.90 2.44
H 1.31 -1.10 2.39
H -0.15 1.10 -1.84
H 1.58 -3.43 -3.77
H 2.87 -5.07 -5.06
H 5.10 -5.83 -4.23
H 4.71 -3.25 -0.85
H -3.94 2.08 3.09

The highest occupied orbital energy comes out at -9.195 eV. The value obtained for the gap between HOMO and LUMO is 8.06 eV. The LUMO energy is -1.13 eV. The calculation puts the total energy at -41827.419 eV.

For reference, the Löwdin charges in units of e are: O 0.113; C -0.486; O 0.103; C -0.135; C -0.012; C -0.051; C 0.006; C -0.197; N 0.136; C -0.417; O 0.096; C -0.105; C -0.003; C 0.028; C -0.065; C -0.053; C 0.086; C -0.330; O 0.148; N 0.102; C -0.155; C 0.014; C -0.045; C 0.007; C -0.135; N -0.362; O 0.090; O 0.085; C 0.086; C -0.333; O 0.151; C 0.045; H 0.134; H 0.120; H 0.110; H 0.102; H 0.137; H 0.119; H 0.127; H 0.139; H 0.117; H 0.112; H 0.120; H 0.127; H 0.121


> What is the formula in the fourth record?

C22H13BrN4PtSe